C5H9N3O2 | wB97M-V/def2-TZVPD

## Properties
Kohn-Sham gap in eV: 8.64
Multiplicity: 1
SMILES: [NH3+][C@]([O-])(O)Cc1ncc[nH]1
Energy in a.u.: -510.64584
HOMO in eV: -8.3
Relative energy (zero: lowest compared OMol25 entry of this formula, charge and spin) in kcal per mole: 27.68

XYZ file:
```
19
Properties=species:S:1:pos:R:3:forces:R:3:lowdin_charge:R:1
N 2.32050 -1.74663 -0.21590 2.75 1.07 -0.20 0.197
C 1.12461 -0.82267 -0.64780 -0.98 1.33 -2.10 -0.725
O 0.58944 -1.24066 -1.72095 0.67 0.07 1.42 -0.077
C 0.19908 -0.67957 0.58701 0.26 0.18 0.23 -0.047
C -0.79172 0.41367 0.35595 0.08 0.46 -0.42 -0.341
N -0.50604 1.61112 -0.12472 -0.02 -0.25 0.50 0.094
C -1.69385 2.30278 -0.16787 -0.25 -0.17 0.07 -0.134
C -2.71619 1.49619 0.25967 -0.04 0.38 -0.13 -0.103
N -2.11951 0.30508 0.59709 -0.20 -0.38 0.05 0.090
H 3.11488 -1.28643 -0.82500 -1.91 -1.88 0.78 0.200
H 2.06673 -2.73051 -0.29111 0.41 0.18 -0.76 0.149
H -0.32108 -1.63302 0.75038 0.12 0.18 -0.14 0.123
H 0.78757 -0.45329 1.48881 -0.14 0.03 -0.10 0.118
H -1.74473 3.34415 -0.47635 0.02 -0.41 -0.01 0.099
H -3.78864 1.64641 0.32686 0.37 -0.02 0.05 0.105
H -2.59789 -0.53537 0.89394 0.17 0.27 -0.09 0.158
H 2.68657 -1.58112 0.72204 -0.37 0.09 0.17 0.131
O 2.01047 0.42774 -0.81069 -1.01 -1.23 0.86 -0.076
H 1.37980 1.16214 -0.70135 0.06 0.09 -0.19 0.040
```
Positions in Å, forces in eV/Å.